[1]
DFT (ωB97M-V/def2-TZVPD) results for a 3-piece molecular cluster, C6H18O2 overall at a distorted geometry.

Structure (XYZ):
```
26
Properties=species:S:1:pos:R:3:mulliken_charge:R:1
C 1.88342 -0.57765 1.86698 -1.327
C 1.14289 0.41671 0.98462 -0.336
C -0.30056 0.09990 0.52903 1.173
C -1.15169 -0.77986 1.43697 -1.608
C -0.95451 1.42301 0.10136 -0.729
C -2.13609 1.18358 -0.83753 -1.319
H 1.32483 -1.42728 2.28448 0.324
H 2.61662 -1.16858 1.30674 0.338
H 2.31147 -0.16800 2.78476 0.282
H 1.76783 0.36354 0.08056 0.250
H 1.26892 1.43797 1.34713 0.450
H -0.24614 -0.56492 -0.34748 -0.406
H -0.56265 -1.57708 1.90091 0.404
H -1.87476 -1.42271 0.92697 0.383
H -1.65434 -0.18585 2.20685 0.305
H -1.35395 1.84409 1.03687 0.418
H -0.19778 2.13571 -0.21891 0.422
H -3.03593 0.96442 -0.25937 0.333
H -2.41929 2.06370 -1.42293 0.365
H -1.95085 0.36062 -1.52797 0.318
H 0.39847 -2.89744 -2.52807 0.260
H 1.06328 -1.69050 -3.04942 0.274
O 0.58358 -1.99697 -2.28974 -0.587
H 0.79615 0.06728 -1.96575 0.361
H 1.13560 1.48622 -2.12612 0.336
O 1.54546 0.61008 -2.22092 -0.685
```

Computed properties:
**Energy relative to the best compared isomer or geometry (same formula, charge and spin)**: 55.98 kJ/mol
**Charge**: 0
**HOMO level**: -10.301 eV
**Structure (SMILES)**: CCC(C)CC.O.O
**Gap between HOMO and LUMO**: 10.96 eV
**Electronic energy**: -389.8503 a.u.

---

[2]
DFT (ωB97M-V/def2-TZVPD) results for a 2-piece molecular cluster, C6H18O2Si2 overall at a distorted geometry.

Structure (XYZ):
```
28
Properties=species:S:1:pos:R:3:mulliken_charge:R:1
C 1.21749 2.48964 -1.49348 -0.981
C -2.14327 -1.87430 -1.15169 -1.030
C -2.07189 0.38987 2.16280 -1.143
C 1.40919 2.46856 0.01379 -0.186
C -1.01897 -1.07220 -1.79474 -0.258
C -0.83257 -0.47407 1.93324 -0.464
O 0.52534 1.61972 0.67915 -0.310
O -0.60323 0.00106 -1.01102 -0.145
Si 3.05845 -1.80719 0.39952 0.397
Si 0.18657 0.05573 0.41683 -0.044
H 1.89454 3.20874 -1.94428 0.405
H 1.41087 1.50475 -1.90785 0.212
H 0.19387 2.76863 -1.73019 0.256
H -1.78187 -2.36647 -0.25280 0.226
H -2.96482 -1.21514 -0.88271 0.249
H -2.50960 -2.62652 -1.84530 0.401
H -1.78187 1.42606 2.32112 0.287
H -2.74057 0.34621 1.30556 0.246
H -2.61950 0.04681 3.03988 0.382
H 1.24506 3.47270 0.42440 0.265
H 2.43425 2.15689 0.25638 0.243
H -1.36071 -0.64764 -2.74523 0.298
H -0.16352 -1.73146 -1.99367 0.274
H -1.13426 -1.51583 1.81884 0.342
H -0.20421 -0.43457 2.82126 0.442
H 2.72781 -3.18983 0.73738 -0.125
H 3.99781 -1.25178 1.36857 -0.122
H 3.62962 -1.74836 -0.94578 -0.117
```

Computed properties:
**Energy relative to the best compared isomer or geometry (same formula, charge and spin)**: 282.51 kJ/mol
**Charge**: 0
**HOMO level**: -7.538 eV
**Gap between HOMO and LUMO**: 7.71 eV
**Electronic energy**: -968.8539 a.u.

---

[3]
DFT (ωB97M-V/def2-TZVPD) results for a 3-piece molecular cluster, C6H18O3 overall.

Structure (XYZ):
```
27
Properties=species:S:1:pos:R:3:mulliken_charge:R:1
C 18.11731 10.61027 -37.04820 -1.132
C 19.42449 10.88564 -36.32764 -0.059
O 19.14871 11.10521 -34.95078 -0.508
H 17.57394 11.54635 -37.19747 0.277
H 17.47785 9.92402 -36.49501 0.303
H 18.28324 10.18537 -38.03962 0.342
H 19.89412 11.76238 -36.79282 0.251
H 20.12452 10.05091 -36.46033 0.271
H 19.98834 11.24966 -34.49956 0.264
C 24.27554 14.84326 -29.21508 -0.603
C 23.79069 15.27004 -27.85306 -0.189
O 24.93186 15.49318 -27.00833 -0.521
H 23.42907 14.45774 -29.78935 -0.089
H 25.09062 14.12468 -29.19791 0.318
H 24.63842 15.69575 -29.79988 0.282
H 23.13675 14.49508 -27.43683 0.266
H 23.21501 16.19877 -27.91301 0.256
H 24.62531 15.72140 -26.12729 0.288
C 20.37084 13.67719 -31.59778 -0.734
C 20.70062 13.46949 -33.06392 -0.159
O 21.45461 12.25128 -33.26997 -0.582
H 21.24592 13.77998 -30.95268 -0.025
H 19.75015 12.85479 -31.24037 0.284
H 19.80024 14.59993 -31.44611 0.330
H 21.31170 14.30192 -33.42303 0.270
H 19.77876 13.38924 -33.63098 0.304
H 22.30797 12.39900 -32.85199 0.294
```

Computed properties:
**Energy relative to the best compared isomer or geometry (same formula, charge and spin)**: 74.18 kJ/mol
**Charge**: 0
**HOMO level**: -9.940 eV
**Structure (SMILES)**: CCO.CCO.CCO
**Gap between HOMO and LUMO**: 10.56 eV
**Electronic energy**: -465.0816 a.u.

---

[4]
DFT (ωB97M-V/def2-TZVPD) results for a 3-piece molecular cluster, C6H18O3 overall at a distorted geometry.

Structure (XYZ):
```
27
Properties=species:S:1:pos:R:3:mulliken_charge:R:1
C 12.67882 34.85725 4.79333 -1.205
C 11.95731 34.87227 3.46795 0.184
O 12.64653 35.72917 2.62942 -0.438
H 13.76042 34.76122 4.88829 0.327
H 12.24073 33.97327 5.25675 0.339
H 12.43918 35.72607 5.40637 0.321
H 10.97720 35.34776 3.50533 0.261
H 11.99925 33.90728 2.96285 0.096
H 12.60294 35.30178 1.77091 0.171
C 14.06972 34.55541 -1.64462 -1.271
C 12.91478 33.91537 -0.80861 0.930
O 13.19285 32.56857 -0.73981 -0.197
H 15.00528 34.33885 -1.12892 0.361
H 13.98946 35.63875 -1.73437 0.389
H 14.08216 34.10494 -2.63710 0.360
H 11.98263 34.10545 -1.34063 0.401
H 12.81226 34.34475 0.18800 -0.441
H 12.50323 32.00004 -0.38937 0.399
C 9.87911 32.31793 1.33068 -0.650
C 10.37731 30.91306 0.95605 -0.298
O 10.84190 31.06291 -0.38131 -0.585
H 9.64924 32.41596 2.39164 0.350
H 9.04683 32.54873 0.66575 0.323
H 10.63704 33.06710 1.10181 -0.071
H 9.60546 30.16846 1.15083 0.393
H 11.23128 30.53882 1.52066 0.267
H 10.60170 30.28805 -0.89463 0.286
```

Computed properties:
**Energy relative to the best compared isomer or geometry (same formula, charge and spin)**: 123.63 kJ/mol
**Charge**: +1
**HOMO level (spin up / spin down)**: -14.596 / -13.273 eV
**Gap between HOMO and LUMO (spin up / spin down)**: 11.70 / 3.31 eV
**2S+1**: 2
**Electronic energy**: -464.6909 a.u.

---

[5]
DFT (ωB97M-V/def2-TZVPD) results for a 2-piece molecular cluster, C6H18OSi2 overall at a distorted geometry.

Structure (XYZ):
```
27
Properties=species:S:1:pos:R:3:mulliken_charge:R:1
C 1.54410 -2.28802 0.29328 -1.154
C 0.74462 1.56673 -2.31867 -1.528
C 1.47762 1.07429 2.37315 -1.244
C 0.16975 -1.68575 0.53955 -0.609
C 1.04147 0.40036 -1.39381 -0.120
C 0.07093 1.10101 1.76285 -0.418
O -4.34802 0.87316 0.00715 -0.390
Si -4.48288 -0.25339 -0.99132 0.501
Si -0.00533 0.16352 0.14970 0.172
H 1.75561 -2.37072 -0.74808 0.352
H 2.29277 -1.50529 0.59148 0.254
H 1.58746 -3.14055 0.94136 0.349
H 1.36377 1.49879 -3.11576 0.478
H -0.24275 1.65217 -2.85553 0.302
H 0.83557 2.54187 -1.85661 0.361
H 1.67917 1.80111 3.16668 0.347
H 1.56665 0.18811 2.86998 0.413
H 2.16344 0.99035 1.58709 0.330
H 0.08065 -1.71055 1.62914 0.317
H -0.55850 -2.27940 0.05870 0.483
H 2.12769 0.44993 -1.11696 0.339
H 0.89192 -0.44639 -2.09003 0.232
H -0.34215 2.22593 1.60576 0.276
H -0.54682 0.73423 2.51726 0.382
H -1.43834 0.12624 -0.30094 -0.305
H -5.58697 -1.38878 -0.99978 -0.060
H -3.84141 -0.31897 -2.30566 -0.059
```

Computed properties:
**Energy relative to the best compared isomer or geometry (same formula, charge and spin)**: 429.93 kJ/mol
**Charge**: 0
**HOMO level**: -9.660 eV
**Structure (SMILES)**: CC[SiH](CC)CC.O=[SiH2]
**Gap between HOMO and LUMO**: 9.27 eV
**Electronic energy**: -893.5426 a.u.

---

[6]
DFT (ωB97M-V/def2-TZVPD) results for C6H19BrN5O3Y as an isolated structure at a distorted geometry.

Structure (XYZ):
```
35
Properties=species:S:1:pos:R:3:mulliken_charge:R:1
Y 4.73119 6.94961 -3.68560 1.099
Br 4.11980 3.72185 0.28231 -0.031
C 5.88923 -3.79517 0.47614 0.661
O 6.34639 -3.36318 -0.57034 -0.562
N 6.24352 -4.83875 0.99607 -0.254
N 5.04700 -3.17798 1.32424 -0.402
H 5.65047 -5.03525 1.78966 0.152
H 6.84201 -5.56719 0.63375 0.218
H 4.78087 -2.27652 0.95456 0.217
H 4.79631 -3.60803 2.20305 0.193
C -0.87664 3.42450 5.88153 0.695
O -1.37247 3.73703 4.81588 -0.569
N -1.54894 3.30045 6.97097 -0.391
N 0.35471 2.93593 6.10708 -0.386
H -1.24309 2.74920 7.76007 0.207
H -2.54636 3.36285 6.82488 0.247
H 0.92102 2.99752 5.27305 0.228
H 0.56106 2.56782 7.02470 0.196
C -1.83421 -1.53848 -3.04716 -1.189
C -2.42375 -0.15329 -2.59380 0.366
C -3.95787 -0.08838 -2.85796 -0.651
O -4.28063 -0.64580 -4.15109 -0.297
C -3.77408 0.27561 -5.19764 -0.704
N -2.02548 0.08672 -1.24004 -0.563
H -2.49485 -2.33268 -2.69945 0.306
H -0.87533 -1.71196 -2.55875 0.399
H -1.73862 -1.65059 -4.12716 0.321
H -1.97530 0.55481 -3.29065 0.229
H -4.29692 0.94358 -2.76743 0.403
H -4.36414 -0.71805 -2.06640 0.420
H -4.22811 1.24633 -4.99855 0.342
H -4.13699 -0.04865 -6.17296 0.269
H -2.69066 0.34695 -5.29349 0.265
H -2.50348 0.87354 -0.82468 0.281
H -1.09566 0.47567 -1.17477 0.288
```

Computed properties:
**Energy relative to the best compared isomer or geometry (same formula, charge and spin)**: 1167.66 kJ/mol
**Charge**: +2
**HOMO level**: -13.486 eV
**Gap between HOMO and LUMO**: 1.64 eV
**Electronic energy**: -3350.8834 a.u.